[1]
Entry from OMol25: C32H52N5O3P3Pt as an isolated structure (ωB97M-V/def2-TZVPD).

XYZ file:
```
96
Properties=species:S:1:pos:R:3:forces:R:3:lowdin_spin:R:1
Pt 0.050362 0.167219 -0.151661 0.49 0.28 -0.29 0.485
C -2.899244 2.727494 -3.039639 0.03 0.07 0.00 0.003
C -2.078404 1.446766 -2.909621 -0.17 -0.05 -0.03 0.019
C -0.695508 1.655852 -3.513675 0.10 -0.01 0.01 0.005
P -1.934556 0.752958 -1.176547 -0.14 -0.19 -0.12 0.071
C -3.105929 1.703386 -0.096623 -0.01 0.03 -0.03 0.006
C -2.753112 1.455769 1.370098 0.00 -0.07 0.04 0.001
C -4.588309 1.421075 -0.323268 -0.08 -0.02 -0.03 0.001
C -2.749677 -0.885697 -1.349425 -0.06 0.06 -0.01 0.101
C -3.841452 -1.117744 -2.173495 0.05 0.04 -0.05 -0.004
C -4.370460 -2.387889 -2.368211 -0.01 -0.04 0.01 0.090
C -5.523741 -2.606837 -3.303911 -0.04 0.00 0.01 0.016
C -3.767344 -3.460992 -1.707761 0.04 0.00 0.01 -0.008
C -2.698766 -3.268512 -0.860198 -0.09 -0.02 -0.08 0.080
C -2.196277 -1.973394 -0.636964 0.23 0.23 0.15 0.029
N -1.104088 -1.704873 0.149240 -0.16 -0.29 0.11 0.470
C -0.650126 -2.564993 1.118534 0.05 0.23 -0.18 0.026
C -1.508342 -3.377700 1.875343 0.03 -0.04 0.09 0.086
C -0.996415 -4.212164 2.843578 -0.03 0.00 0.00 -0.011
C 0.377264 -4.294435 3.063658 -0.05 0.00 -0.01 0.093
C 0.935748 -5.195555 4.124310 0.02 -0.05 0.02 0.017
C 1.218851 -3.471636 2.318668 0.09 0.09 -0.02 -0.011
C 0.739060 -2.562909 1.391010 0.00 -0.08 0.02 0.088
P 1.765724 -1.334646 0.481601 -0.21 -0.08 0.37 0.079
C 2.703545 -2.388578 -0.703199 0.15 0.00 -0.08 0.026
C 1.748274 -2.907660 -1.775991 -0.04 -0.02 0.02 0.006
C 3.498053 -3.534773 -0.081974 0.00 -0.02 0.00 0.008
C 2.978177 -0.566509 1.664908 0.04 0.00 -0.02 0.004
C 4.266913 -0.198640 0.926930 -0.01 0.03 -0.02 0.000
C 3.281246 -1.220583 3.006739 0.06 -0.09 0.01 0.000
H -2.971852 3.011287 -4.091222 0.02 0.00 -0.02 0.001
H -2.418840 3.558488 -2.518639 0.02 0.01 0.03 0.000
H -3.909144 2.632719 -2.650273 -0.01 0.01 -0.04 0.000
H -2.563092 0.656699 -3.489793 -0.03 0.05 0.05 0.001
H -0.203620 2.516775 -3.056048 -0.06 -0.02 -0.02 0.000
H -0.781187 1.851784 -4.584059 0.00 0.02 -0.03 0.000
H -0.054825 0.786143 -3.363468 0.02 0.00 0.00 0.003
H -2.905003 2.751691 -0.342689 0.01 0.02 0.07 0.001
H -2.816991 0.392955 1.619513 -0.07 -0.03 -0.03 0.000
H -3.459119 1.991386 2.008237 0.00 0.00 0.02 0.000
H -1.743722 1.760306 1.634941 0.09 0.07 -0.02 0.002
H -4.830389 0.389582 -0.062346 0.01 0.01 0.03 0.000
H -4.917885 1.586991 -1.348983 0.00 -0.03 0.03 0.000
H -5.179465 2.071963 0.323246 -0.01 0.02 0.00 0.000
H -4.298666 -0.288219 -2.701153 0.00 0.00 0.00 -0.002
H -6.090954 -1.688679 -3.449250 -0.01 0.01 -0.01 0.001
H -6.201857 -3.370459 -2.924407 -0.01 -0.02 0.01 0.002
H -5.174477 -2.939158 -4.283367 0.02 -0.01 -0.02 0.006
H -4.137716 -4.464663 -1.876138 -0.01 -0.03 0.00 -0.002
H -2.216614 -4.114987 -0.394268 0.00 -0.03 0.00 0.004
H -2.576321 -3.300680 1.729455 -0.02 0.00 0.01 0.003
H -1.670695 -4.807186 3.447023 -0.01 -0.02 0.01 -0.002
H 0.328809 -6.092542 4.242942 -0.01 -0.01 0.00 0.002
H 0.958415 -4.684147 5.088710 -0.01 0.03 0.01 0.007
H 1.955687 -5.497839 3.890132 0.02 0.00 -0.01 0.001
H 2.280895 -3.530320 2.505294 0.01 -0.01 0.02 -0.002
H 3.403192 -1.690444 -1.174962 -0.02 -0.01 -0.02 0.001
H 1.033330 -3.611832 -1.343165 -0.02 -0.02 0.02 0.000
H 2.304715 -3.437473 -2.550617 0.01 -0.01 -0.03 0.000
H 1.180804 -2.097196 -2.235099 0.02 0.02 -0.01 0.004
H 2.827670 -4.296052 0.318874 0.00 -0.01 -0.02 0.000
H 4.152441 -3.204129 0.724653 0.01 0.02 0.02 0.000
H 4.122351 -4.009432 -0.841824 0.01 -0.02 -0.02 0.002
H 2.446653 0.356234 1.900140 -0.03 -0.03 -0.01 0.002
H 4.863850 -1.079442 0.689473 0.02 -0.03 0.00 0.000
H 4.877270 0.448380 1.560459 0.00 0.00 0.01 0.000
H 4.080903 0.337053 -0.006811 -0.04 0.01 -0.02 0.000
H 3.889882 -2.121935 2.900056 -0.01 -0.03 0.00 0.000
H 2.372035 -1.447047 3.558711 -0.04 0.03 0.00 0.000
H 3.853438 -0.512906 3.610715 0.01 0.01 -0.01 0.000
O 0.123146 1.988278 3.067647 0.10 0.21 -0.05 0.005
N 0.325433 0.818232 3.458179 -0.63 -0.02 0.08 0.001
O 0.696114 0.583324 4.605007 0.32 0.02 0.14 0.002
O 0.094781 -0.131433 2.664966 0.07 -0.26 -0.04 0.016
C 1.617311 4.869645 -1.513817 -0.02 0.08 -0.12 0.000
N 0.847789 4.935002 -0.274563 0.05 -0.03 -0.01 0.006
C 1.770261 5.189541 0.831531 0.05 0.13 0.06 0.001
N 2.865432 4.230461 0.920409 -0.02 -0.02 -0.05 0.017
C 3.571173 4.208118 -0.354120 0.09 0.04 0.03 0.001
N 2.720527 3.909151 -1.504172 -0.06 0.00 0.09 0.000
C 2.220081 2.533664 -1.429551 0.14 -0.02 -0.02 0.000
P 1.183596 2.202595 0.061798 -0.22 -0.05 0.04 0.095
C 0.105814 3.697150 -0.044429 -0.10 -0.05 -0.01 0.009
C 2.385465 2.901698 1.302567 0.06 -0.04 0.06 0.029
H 2.040433 5.860574 -1.695359 0.00 0.00 -0.01 0.000
H 0.941865 4.627317 -2.338554 0.01 0.00 0.01 0.000
H 1.214054 5.184090 1.769748 -0.01 -0.01 0.00 0.000
H 2.205342 6.182170 0.685918 -0.02 -0.01 0.00 0.000
H 4.373849 3.468557 -0.304611 0.00 0.01 0.00 0.000
H 4.015279 5.194706 -0.508315 0.01 -0.01 -0.02 0.000
H 3.071593 1.844717 -1.418582 -0.03 0.02 -0.01 0.000
H 1.643589 2.299861 -2.321596 0.03 0.01 -0.06 0.000
H -0.447749 3.774521 0.894605 -0.03 -0.03 0.01 0.001
H -0.625059 3.546495 -0.849273 0.08 0.04 0.04 0.000
H 3.242869 2.232727 1.397578 0.02 0.04 -0.03 0.000
H 1.885640 2.941370 2.270543 0.00 0.02 -0.03 0.000
```
Positions in Å, forces in eV/Å.

Calculated values
Orbital gap (spin up / spin down): 5.5 / 5.7 eV
Multiplicity: 3
LUMO (spin up / spin down): 0.39 / -1.97 eV
Net charge: 0
Energy relative to the best compared isomer or geometry (same formula, charge and spin): 0.000 eV
HOMO energy (spin up / spin down): -5.2 / -7.7 eV

[2]
Entry from OMol25: C32H53Cl3N7O4PReSSi2 as an isolated structure at a distorted geometry (ωB97M-V/def2-TZVPD).

XYZ file:
```
104
Properties=species:S:1:pos:R:3:forces:R:3:lowdin_spin:R:1
Re 0.315990 0.313603 -0.086460 -1.24 -1.06 -1.34 0.658
C 3.217139 -1.794298 4.187770 -0.02 0.02 -0.01 0.000
N 2.772900 -0.845346 3.167437 0.05 -0.04 0.00 0.001
C 3.251813 0.423649 3.008742 0.02 -0.02 0.01 0.001
C 2.579676 0.969325 1.961502 0.06 -0.08 -0.03 0.006
N 1.682028 0.043923 1.489931 0.33 0.38 0.16 0.005
C 1.826697 -1.056037 2.234379 -0.15 0.08 0.02 0.006
P 0.980473 -2.636393 1.955031 0.07 0.00 0.08 0.002
C -0.698719 -1.976005 1.806176 -0.05 -0.03 -0.04 0.012
N -1.096352 -0.946805 1.050181 -0.22 0.09 0.17 0.005
C -2.423695 -0.747142 1.358121 0.00 -0.07 0.01 0.004
C -2.819308 -1.672003 2.270679 -0.01 -0.01 0.03 0.000
N -1.725249 -2.438151 2.546593 0.01 0.04 0.05 0.007
C -1.689879 -3.535830 3.514098 -0.01 0.01 -0.03 0.001
C 1.364911 -2.666938 0.190046 0.10 0.06 0.00 0.001
N 1.277976 -1.597419 -0.597827 -0.05 -0.07 0.46 -0.004
C 1.753542 -1.969642 -1.828371 0.00 0.09 -0.01 -0.001
C 2.131808 -3.276602 -1.766924 0.03 -0.02 0.01 0.000
N 1.885381 -3.705733 -0.491348 0.01 0.00 -0.02 0.000
C 2.203658 -5.033931 0.027462 -0.01 0.01 0.00 0.000
H 4.053476 -1.351139 4.719434 0.00 0.00 0.00 0.000
H 2.412626 -1.991671 4.892619 0.00 0.00 0.00 0.000
H 3.544224 -2.722127 3.724719 0.00 0.00 0.00 0.000
H 4.021255 0.827752 3.642942 0.00 0.00 -0.01 0.000
H 2.670547 1.945281 1.524376 0.03 -0.02 -0.02 0.002
H -2.992323 0.071200 0.960730 -0.02 -0.08 0.08 0.000
H -3.767767 -1.831156 2.753260 0.00 0.00 -0.01 0.000
H -2.672411 -3.614009 3.968993 0.00 -0.01 0.00 0.000
H -1.452501 -4.473008 3.016459 0.00 0.00 0.01 0.000
H -0.956898 -3.328952 4.290009 0.00 0.00 0.00 0.000
H 1.816105 -1.281239 -2.654074 0.02 -0.03 0.03 0.000
H 2.562125 -3.924487 -2.511031 -0.01 0.01 -0.01 0.000
H 2.182138 -5.740529 -0.797154 0.00 0.00 0.00 0.000
H 3.193276 -5.038160 0.480319 0.00 0.00 -0.01 0.000
H 1.462144 -5.332535 0.763461 0.00 0.00 0.01 0.000
O -0.709295 -0.730386 -1.997472 0.61 0.45 0.54 0.006
C -1.226972 -0.126111 -3.193609 -0.34 0.29 -0.05 0.002
C -2.709412 0.133194 -2.987540 0.01 0.06 0.13 0.000
C -2.937797 0.753636 -1.590484 0.20 -0.07 -0.21 0.001
C -2.178348 2.041328 -1.434066 0.00 -0.05 -0.02 -0.001
C -2.826448 3.181138 -1.883355 0.02 -0.03 -0.06 0.000
C -2.211299 4.416161 -1.850975 -0.04 0.05 -0.04 0.000
C -0.917987 4.472938 -1.376728 -0.01 -0.03 -0.01 0.000
C -0.314444 3.308739 -0.957959 0.15 -0.04 0.01 -0.001
N -0.901960 2.091671 -0.954262 -0.34 -0.05 0.02 -0.008
H -1.235769 -1.499940 -1.748877 0.00 -0.02 -0.01 0.000
H -1.010961 -0.763695 -4.052426 -0.06 -0.06 0.08 0.000
H -0.665512 0.799825 -3.311279 0.04 -0.01 0.01 0.001
H -3.271354 -0.802812 -3.056743 0.01 0.00 0.01 0.000
H -3.086676 0.782555 -3.779106 0.01 0.04 0.03 0.000
H -2.634477 0.041895 -0.833229 -0.01 0.00 -0.15 0.001
H -3.999370 0.948982 -1.443489 0.01 0.02 -0.02 0.000
H -3.835506 3.078920 -2.259022 0.00 0.00 0.00 0.000
H -2.728802 5.304367 -2.187732 -0.01 0.00 0.01 0.000
H -0.371713 5.401697 -1.311001 0.04 0.02 0.01 0.000
H 0.694405 3.353273 -0.592992 0.03 -0.08 -0.02 0.000
C 2.673959 4.859124 -4.619001 0.03 0.02 -0.01 0.000
C 3.598955 4.025876 -3.750154 0.00 -0.12 0.00 0.000
C 3.555372 4.490699 -2.302364 -0.01 0.05 0.02 0.001
C 5.018530 4.035332 -4.294303 0.03 0.04 0.02 0.000
O 3.085751 2.664401 -3.838751 -0.02 0.07 -0.10 0.003
Si 3.349568 1.334324 -2.979877 -0.24 -0.34 0.44 0.030
S 1.887571 1.377549 -1.352597 0.79 0.73 -0.46 0.250
O 4.836156 1.377133 -2.369256 0.09 -0.07 -0.06 0.006
C 5.726978 0.540558 -1.594307 -0.10 0.15 -0.06 0.000
C 7.093962 0.673689 -2.242349 0.03 -0.02 0.02 0.000
C 5.251896 -0.901428 -1.606045 0.06 -0.08 -0.02 0.000
C 5.726631 1.094944 -0.178614 0.02 -0.01 0.02 0.002
O 2.912350 0.011472 -3.814641 0.09 0.03 -0.23 0.010
C 3.172340 -0.315583 -5.215791 0.01 0.05 0.11 0.001
C 2.114538 0.377781 -6.058217 0.03 0.00 -0.05 0.000
C 4.574205 0.133258 -5.597395 0.01 -0.02 -0.03 0.000
C 3.044959 -1.827201 -5.301221 0.00 -0.01 -0.03 0.000
H 2.946814 5.912949 -4.560059 0.01 0.00 -0.01 0.000
H 1.642557 4.746496 -4.286571 -0.05 0.00 0.03 0.000
H 2.739289 4.544460 -5.660739 -0.01 -0.01 0.00 0.000
H 3.939184 5.508563 -2.228079 0.00 0.01 -0.01 0.000
H 4.170793 3.850638 -1.667306 -0.01 0.00 0.00 0.001
H 2.529395 4.482351 -1.927231 0.02 -0.02 -0.01 0.000
H 5.413142 5.052140 -4.290971 0.00 0.00 0.00 0.000
H 5.033025 3.671024 -5.322237 -0.01 0.00 0.00 0.000
H 5.671087 3.409141 -3.685936 -0.01 0.00 -0.01 0.000
H 7.063065 0.323591 -3.274550 0.00 0.00 0.00 0.000
H 7.832144 0.082417 -1.698975 0.00 0.01 0.00 0.000
H 7.415364 1.715017 -2.239664 0.00 0.00 0.00 0.000
H 5.195427 -1.288556 -2.624570 -0.01 0.01 0.00 0.000
H 4.266913 -0.980222 -1.147068 -0.13 -0.01 0.04 0.000
H 5.949182 -1.523279 -1.041029 -0.01 0.02 -0.01 0.000
H 6.022015 2.144375 -0.183932 0.00 0.00 0.00 0.000
H 6.428787 0.541838 0.447981 -0.01 0.00 0.00 0.000
H 4.727193 1.012105 0.253624 0.01 0.01 -0.02 0.003
H 2.169255 1.457814 -5.925438 0.00 0.00 0.00 0.000
H 1.118792 0.036419 -5.769057 -0.01 0.00 0.01 0.000
H 2.261443 0.148942 -7.114488 -0.01 -0.01 0.00 0.000
H 4.677837 1.215523 -5.506634 0.00 0.01 0.02 0.000
H 4.783171 -0.135267 -6.633313 0.00 -0.01 0.00 0.000
H 5.321199 -0.349222 -4.964552 -0.01 0.01 0.00 0.000
H 2.039352 -2.142717 -5.014254 0.00 0.00 0.01 0.000
H 3.772195 -2.308783 -4.644435 0.01 0.01 0.00 0.000
H 3.227229 -2.167186 -6.320703 0.00 0.00 0.00 0.000
Cl 0.644086 3.583711 2.003525 -0.06 0.03 0.12 -0.004
Si -0.483475 1.876912 1.725405 0.25 -0.34 0.39 -0.006
Cl -2.429503 2.564228 1.689303 0.01 0.03 -0.01 -0.004
Cl -0.399787 0.914728 3.577598 -0.05 0.06 0.04 -0.002
```
Positions in Å, forces in eV/Å.

Calculated values
Orbital gap (spin up / spin down): 7.2 / 6.3 eV
Multiplicity: 2
LUMO (spin up / spin down): -5.52 / -6.19 eV
Net charge: +2
Energy relative to the best compared isomer or geometry (same formula, charge and spin): 0.744 eV
HOMO energy (spin up / spin down): -12.7 / -12.5 eV

Q: Which formula does entry 2 have?
A: C32H53Cl3N7O4PReSSi2